ORCA calculation (ωB97M-V with the def2-TZVPD basis set) on a molecular structure, C30H18Cl5LiN2O4Se2Te in a non-equilibrium geometry.

Structure (XYZ):
```
63
Properties=species:S:1:pos:R:3:forces:R:3
Li 0.5780 -0.6399 0.4172 0.0 0.1 0.2
Cl -3.4051 0.3226 0.3774 -1.1 -0.8 0.8
C -4.2331 -1.0050 0.8160 -0.7 0.5 0.1
C -2.1580 -1.6918 -1.0618 -0.3 0.0 0.0
C -2.0588 -2.8183 -0.3389 0.1 0.3 -0.3
Cl -0.7222 -3.0432 0.7503 0.1 -0.1 0.1
C -3.1265 -3.7972 -0.1991 -0.2 0.0 0.1
Cl -2.6881 -5.4408 -0.6241 0.0 0.1 0.1
C -4.3460 -3.5146 0.3030 -0.1 0.2 0.0
Cl -5.4519 -4.8384 0.5451 0.1 0.2 -0.1
C -4.8207 -2.1230 0.6710 0.1 -0.5 -0.2
Cl -6.7500 -2.1303 0.8700 0.2 0.0 0.1
Se -1.8685 2.3109 2.1679 -0.2 -0.4 -0.4
Se -1.3720 4.2867 -0.1891 -0.3 0.0 0.4
C 0.3282 3.4706 -0.0846 0.1 -0.1 0.0
C 1.0333 3.1513 -1.2606 0.0 0.0 0.1
C 2.2435 2.4990 -1.1755 0.0 0.0 0.0
C 2.7450 2.1562 0.0792 0.0 0.0 -0.1
C 1.9927 2.5157 1.1797 0.0 0.0 0.1
N 0.8251 3.1646 1.1206 0.1 0.0 -0.1
C -1.5983 0.3684 -0.0712 2.6 0.3 -1.6
C -3.4066 1.5472 1.6676 -0.4 0.2 0.3
C -3.9542 0.7450 -1.2009 -0.1 0.1 0.1
C -3.8559 -0.2622 -2.1653 0.1 0.1 0.1
C -3.1798 -1.4478 -2.0813 0.2 0.3 0.0
N -1.2870 -0.5972 -0.8041 0.0 -0.8 0.4
H 0.5939 3.3959 -2.2182 0.0 0.0 0.0
H 2.7833 2.2238 -2.0749 0.0 0.0 0.0
H 3.6569 1.5856 0.1928 0.0 0.0 0.0
H 2.3386 2.2587 2.1775 0.0 0.0 0.0
H -4.3983 1.4125 2.0766 0.1 0.1 0.1
H -4.2422 1.7816 -1.2199 -0.1 -0.1 0.0
H -4.4294 -0.0685 -3.0684 0.0 0.0 0.0
H -3.3209 -2.2072 -2.8368 0.0 0.0 0.0
Te -0.7424 -0.1493 3.4135 -0.2 0.4 -0.2
C 0.4924 0.2910 5.0689 0.0 -0.1 -0.2
C 0.7541 1.5946 5.4809 0.0 0.1 0.1
C 1.5748 1.8384 6.5754 0.0 0.0 0.0
C 2.1508 0.7872 7.2742 0.0 0.0 0.0
C 1.8980 -0.5164 6.8649 0.0 0.0 0.0
C 1.0774 -0.7624 5.7734 0.1 0.1 0.1
H 0.3229 2.4293 4.9415 0.0 0.0 0.0
H 1.7690 2.8616 6.8761 0.0 0.0 0.0
H 2.7948 0.9809 8.1237 0.0 0.0 0.0
H 2.3457 -1.3497 7.3947 0.0 0.0 0.0
H 0.8941 -1.7849 5.4664 0.0 0.0 0.0
O 4.4048 -0.9608 -0.4996 0.0 0.2 0.0
C 3.2366 -0.8881 -0.8862 -0.1 -0.6 -0.1
O 2.1912 -0.9844 -0.1767 0.0 0.1 -0.1
C 3.0049 -0.7492 -2.3964 0.0 0.2 0.1
C 4.1013 -0.7670 -3.2483 0.0 0.0 0.0
C 3.9688 -0.6167 -4.6320 0.0 0.0 0.0
C 2.6930 -0.4498 -5.1103 0.0 0.0 0.0
O 2.2852 -0.2532 -6.4143 0.0 0.0 0.0
C 0.8594 -0.2629 -6.3654 0.0 0.0 0.0
O 0.4532 -0.2178 -5.0104 0.0 0.0 0.0
C 1.5994 -0.4309 -4.2688 0.0 0.0 0.0
C 1.7128 -0.5770 -2.9106 0.0 0.0 0.0
H 5.0746 -0.8916 -2.7931 0.0 0.0 0.0
H 4.8235 -0.6254 -5.2955 0.0 0.0 0.0
H 0.4905 -1.1860 -6.8301 0.0 0.0 0.0
H 0.4772 0.6156 -6.8880 0.0 0.0 0.0
H 0.8468 -0.5465 -2.2646 0.0 0.0 0.0
```
Positions in Å, forces in eV/Å.

Calculated values
* net charge: -2
* 2S+1: 1
* gap between HOMO and LUMO: 5.404 eV
* HOMO level: -1.77 eV
* energy: -243363.355 eV



ORCA calculation (ωB97M-V with the def2-TZVPD basis set) on a molecular structure, C30H19BrN4ORuSe.

Structure (XYZ):
```
57
Properties=species:S:1:pos:R:3:forces:R:3
Ru 0.1933 -0.8830 0.4878 0.0 0.1 0.0
Br -5.1525 -3.2421 5.0920 0.0 0.0 0.0
C -4.0032 -2.8046 3.6966 -0.1 -0.1 0.0
C -4.3953 -3.0742 2.3854 0.0 0.0 0.0
C -3.5248 -2.7321 1.3812 -0.1 0.0 0.0
C -2.2726 -2.1271 1.6549 0.2 0.0 -0.2
O -1.5270 -1.8329 0.6501 -0.5 -0.2 0.2
C -1.8659 -1.8569 3.0241 0.2 0.1 0.0
C -0.6366 -1.2380 3.4042 0.1 0.0 -0.2
N 0.3513 -0.8384 2.5529 -0.2 -0.1 0.2
C 1.4787 -0.1844 3.0198 -0.1 0.0 0.0
C 1.7967 0.0793 4.3364 0.1 0.0 0.1
C 2.9909 0.7507 4.6653 -0.1 0.0 0.0
C 3.8728 1.1584 3.7061 0.0 0.0 0.0
C 3.5838 0.9043 2.3444 0.0 0.0 0.0
C 4.4376 1.2733 1.2862 0.1 0.0 0.0
C 4.0931 0.9796 -0.0032 0.1 0.0 0.0
C 2.8844 0.3270 -0.2577 0.0 0.0 -0.1
N 2.0526 -0.0180 0.7065 0.2 0.1 0.3
C 2.3868 0.2466 2.0112 0.0 0.0 0.0
C -2.7665 -2.2099 4.0127 0.0 0.0 0.0
H -5.3491 -3.5346 2.1759 0.0 0.0 0.0
H -3.7707 -2.9151 0.3431 0.1 0.0 0.0
H -0.5025 -1.0824 4.4653 0.0 0.0 0.0
H 1.1418 -0.2327 5.1366 0.0 0.0 0.0
H 3.2111 0.9414 5.7074 0.0 0.0 0.0
H 4.7902 1.6685 3.9692 0.0 0.0 0.0
H 5.3672 1.7834 1.5087 0.0 0.0 0.0
H 4.7364 1.2411 -0.8314 0.0 0.0 0.0
H 2.5796 0.0724 -1.2624 0.0 0.0 0.0
H -2.5138 -2.0299 5.0494 -0.1 0.0 0.0
Se -2.0746 1.5423 2.1358 0.2 -0.2 0.5
N -0.9777 1.1746 0.7738 -0.2 0.0 -0.4
C -1.1734 2.1088 -0.1439 0.1 0.2 -0.1
C -0.5169 2.1852 -1.4142 0.0 0.0 0.1
C -0.8213 3.2146 -2.2337 0.0 0.1 -0.1
C -1.7748 4.2317 -1.8726 0.1 0.0 -0.1
C -2.4135 4.2097 -0.6857 0.0 0.0 0.1
C -2.1297 3.1374 0.2216 0.1 0.1 0.0
N -2.6765 3.0182 1.4137 -0.2 0.0 -0.2
H 0.1940 1.4225 -1.6980 0.0 0.0 0.0
H -0.3304 3.2833 -3.1967 0.0 0.0 0.0
H -1.9758 5.0324 -2.5720 0.0 0.0 0.0
H -3.1240 4.9722 -0.3975 0.0 0.0 0.0
C 0.3306 -1.1470 -1.4352 0.0 0.1 -0.1
C 0.3810 -1.2451 -2.6577 0.1 -0.1 -0.1
C 0.4344 -1.3414 -4.0819 0.0 0.1 0.1
C -0.3891 -2.2390 -4.7652 -0.1 -0.1 0.0
C -0.3372 -2.3107 -6.1468 0.0 0.0 0.0
C 0.5303 -1.4916 -6.8563 0.0 0.0 0.0
C 1.3540 -0.5983 -6.1838 0.0 0.0 0.0
C 1.3093 -0.5217 -4.8026 0.0 0.0 0.0
H -1.0610 -2.8742 -4.2032 0.0 0.0 0.0
H -0.9752 -3.0080 -6.6734 0.0 0.0 0.0
H 0.5658 -1.5501 -7.9362 0.0 0.0 0.0
H 2.0333 0.0361 -6.7384 0.0 0.0 0.0
H 1.9507 0.1685 -4.2688 0.0 0.0 0.0
```
Positions in Å, forces in eV/Å.

Calculated values
* net charge: +1
* 2S+1: 6
* gap between HOMO and LUMO (alpha / beta): 5.320 / 5.280 eV
* HOMO level (alpha / beta): -8.77 / -10.99 eV
* expectation value of S²: 8.83
* energy: -177386.992 eV



ORCA calculation (ωB97M-V with the def2-TZVPD basis set) on a molecular structure, C30H19Cl5CsN3OP.

Structure (XYZ):
```
60
Properties=species:S:1:pos:R:3:forces:R:3
Cs -2.2371 -0.0777 -1.0527 0.1 0.0 0.0
N 0.7128 0.4831 -0.7753 0.0 -0.1 0.1
P 1.6232 -0.7338 -0.0684 0.0 0.0 0.0
C 2.5700 0.1652 1.2362 0.0 0.0 0.0
C 3.1974 -0.5491 2.2586 0.0 0.0 0.0
C 3.9402 0.1025 3.2290 0.0 0.0 0.0
C 4.0833 1.4858 3.1844 0.0 0.0 0.0
C 3.4773 2.2039 2.1653 0.0 0.0 0.0
C 2.7242 1.5463 1.1981 0.0 0.0 0.0
C 0.2713 -1.3903 1.0071 0.0 0.0 0.0
C -0.3424 -2.5865 0.6449 0.0 0.0 0.0
C -1.4986 -3.0201 1.2874 0.0 0.0 0.0
C -2.0434 -2.2644 2.3139 0.0 0.0 0.0
C -1.4254 -1.0789 2.7038 0.0 0.0 0.0
C -0.2794 -0.6472 2.0531 0.0 0.0 0.0
C 0.9771 0.9562 -2.0041 0.0 0.0 0.0
C 2.1835 0.7369 -2.7319 0.0 0.0 -0.1
C 2.3393 1.2798 -3.9809 0.0 0.0 0.0
C 1.3215 2.0588 -4.5392 0.0 0.0 0.0
C 0.1839 2.2307 -3.7771 0.0 0.0 0.0
N -0.0100 1.7141 -2.5643 0.0 0.0 0.0
H -0.2778 2.0774 0.3667 -0.1 0.0 0.1
H 3.0911 -1.6288 2.2956 0.0 0.0 0.0
H 4.4118 -0.4659 4.0218 0.0 0.0 0.0
H 4.6667 1.9981 3.9396 0.0 0.0 0.0
H 3.5850 3.2813 2.1237 0.0 0.0 0.0
H 2.2388 2.1045 0.4055 0.0 0.0 0.0
H 0.0709 -3.1691 -0.1709 0.0 0.0 0.0
H -1.9812 -3.9364 0.9704 0.0 0.0 0.0
H -2.9464 -2.5976 2.8103 0.0 0.0 0.0
H -1.8413 -0.4932 3.5163 0.0 0.0 0.0
H 0.2011 0.2782 2.3519 0.0 0.0 0.0
H 2.9657 0.1360 -2.2865 0.0 0.0 0.0
H 3.2579 1.1046 -4.5301 0.0 0.0 0.0
H 1.4104 2.5057 -5.5193 0.0 0.0 0.0
H -0.6410 2.8247 -4.1655 0.0 0.0 0.0
Cl -0.4328 -7.9703 -2.3986 0.0 0.0 0.0
C -1.1526 -6.4065 -2.2241 0.0 0.0 0.0
C -0.5053 -5.2658 -2.7034 0.0 0.0 0.0
Cl 1.0392 -5.4222 -3.4637 0.0 0.0 0.0
C -1.0832 -4.0178 -2.5729 0.0 0.0 0.0
Cl -0.2699 -2.5915 -3.1232 0.0 0.0 0.0
C -2.3617 -3.8131 -1.9602 0.1 0.0 -0.1
O -2.8820 -2.6731 -1.8504 -0.1 0.0 0.1
C -2.9722 -5.0077 -1.4694 0.0 0.0 0.0
Cl -4.4958 -4.8145 -0.6698 0.0 0.0 0.0
C -2.3887 -6.2560 -1.5994 0.0 0.0 0.0
Cl -3.1990 -7.6535 -0.9765 0.0 0.0 0.0
N -3.0484 7.4609 2.5937 0.0 0.0 0.0
C -2.5643 6.4956 2.1987 0.0 0.0 0.0
C -1.9570 5.2890 1.7035 0.0 0.0 -0.1
C -1.9401 4.1456 2.5019 0.0 0.1 0.0
C -1.3409 2.9919 2.0254 0.1 0.0 -0.1
C -0.7673 2.9708 0.7568 0.0 -0.1 0.0
C -0.7978 4.1093 -0.0388 0.0 0.1 0.0
C -1.3870 5.2724 0.4289 0.0 0.0 0.1
H -2.3872 4.1803 3.4867 0.0 0.0 0.0
H -1.3142 2.1005 2.6393 0.0 0.0 0.0
H -0.3587 4.0707 -1.0274 0.0 0.0 0.0
H -1.4135 6.1701 -0.1745 0.0 0.0 0.0
```
Positions in Å, forces in eV/Å.

Calculated values
* net charge: -1
* 2S+1: 1
* gap between HOMO and LUMO: 6.497 eV
* HOMO level: -4.75 eV
* energy: -110389.234 eV